No. 1
C27H53O30PS | ωB97M-V/def2-TZVPD

```
112
Properties=species:S:1:pos:R:3:forces:R:3
S -5.70256 -1.36325 -1.20998 0.19 0.05 0.24
P -5.66468 -2.83031 -0.00161 -0.68 1.15 -1.92
O 3.57362 0.06223 3.82353 -0.10 0.06 -0.02
O -9.18927 0.18588 0.51245 0.06 0.05 -0.01
O -0.80662 -0.90167 -7.37492 0.03 -0.08 -0.04
O 2.71075 -4.13202 -11.63764 0.00 -0.02 -0.05
O -0.35449 1.15372 0.21097 -0.04 -0.19 0.11
O -2.44784 -1.88486 -0.33259 -0.29 0.25 0.20
O 5.85766 2.61820 11.20981 0.02 0.00 0.03
O -4.24521 3.39374 -2.18143 0.05 -0.02 0.00
O -6.04061 2.23741 -2.48198 -0.02 -0.06 -0.03
O 9.40373 -0.06294 5.24108 0.00 0.04 0.07
O 1.69425 -3.21468 -9.84150 -0.05 0.03 0.06
O -1.89790 -3.77954 0.81313 -0.17 0.10 0.05
O -6.22043 -2.48019 1.47811 1.05 -0.78 0.17
O 1.04099 2.83285 0.78889 0.01 0.03 0.02
O 9.73919 0.29540 3.03696 -0.01 0.02 -0.05
O -3.41263 -4.29952 -0.76375 -0.10 -0.68 0.48
O 5.43427 -1.12855 3.35926 0.02 -0.04 0.00
O 11.36808 -0.42529 4.42510 0.03 -0.01 0.02
O 5.10598 -0.48403 5.39162 -0.11 -0.01 -0.01
O -6.60711 -4.03048 -0.49305 0.18 -0.35 0.73
O -11.18469 0.72253 -0.10527 0.00 0.02 -0.03
O 0.51064 2.59588 -1.28965 0.00 0.03 -0.04
O -0.87904 0.75314 -5.84056 0.05 0.06 0.09
O -10.93353 -0.55985 1.73691 -0.02 -0.03 0.03
O -1.60906 -5.64128 -0.44490 0.26 -0.05 -0.14
O -6.19491 4.49091 -2.49303 -0.01 0.05 -0.01
O 4.80340 2.35037 9.23188 -0.02 -0.07 -0.10
O -1.92659 0.88326 -7.83597 -0.01 0.01 -0.04
O 3.73925 -3.87313 -9.64387 0.02 0.00 0.04
O 3.81193 3.27771 11.03575 -0.02 0.01 0.02
C -2.87242 -2.68996 0.69892 0.67 -0.29 -0.46
C 2.62378 3.44434 10.25851 -0.17 0.06 0.00
C 4.30920 0.20198 6.36460 -0.02 0.08 0.26
C -2.39815 2.18112 -7.46586 -0.11 0.15 -0.04
C -8.30122 -0.48191 1.41711 -0.04 0.27 0.08
C 4.60171 -0.46465 4.15845 0.04 -0.05 0.03
C 5.02423 -1.18563 1.98932 0.04 -0.05 -0.18
C 7.02471 2.02527 10.63358 0.18 -0.05 0.02
C -5.56020 3.47318 -2.39554 0.02 -0.07 0.02
C -2.22141 -4.67327 -0.16819 -0.10 0.26 -0.21
C -0.21011 1.89901 -2.31507 -0.09 -0.02 -0.25
C 2.71369 -3.77545 -10.48959 0.00 0.02 0.07
C 4.91165 -4.46244 -10.21056 0.18 -0.05 0.03
C 0.93903 2.40961 2.15185 0.06 -0.03 0.22
C 8.03878 0.33884 5.06620 -0.07 0.09 0.06
C -1.17404 0.29025 -6.91098 -0.05 -0.03 -0.06
C -3.59214 4.65838 -2.06526 0.16 0.08 0.03
C -10.47760 0.05551 0.80803 0.01 0.02 -0.05
C 0.33472 2.10152 -0.06882 0.02 0.09 -0.08
C 0.00978 -1.65559 -6.47418 0.17 -0.24 0.09
C 0.51542 -3.04705 -10.63340 -0.29 0.09 -0.02
C 10.12862 -0.03131 4.12762 0.00 -0.03 0.05
C 12.26125 -0.43929 3.31033 0.17 -0.04 -0.05
C -12.59885 0.66601 0.09077 -0.16 0.06 -0.07
C 4.82255 2.71285 10.38018 0.02 0.03 0.07
C -7.45129 2.16431 -2.71271 -0.19 -0.13 0.00
C -4.03643 -3.58154 0.29011 0.05 0.24 0.50
H 4.70928 -5.47930 -10.54066 -0.04 0.03 -0.08
H 0.93859 -1.12932 -6.26403 -0.05 0.08 0.06
H 4.95755 -0.18498 1.56760 -0.07 0.02 0.04
H -7.99869 2.62826 -1.89506 0.01 0.09 -0.03
H 3.32513 -0.25489 6.44713 -0.03 0.03 -0.10
H 7.77782 2.01398 11.41525 -0.07 0.05 0.07
H 7.98861 1.36935 4.71635 0.02 -0.03 -0.09
H -3.98927 5.22083 -1.22246 -0.07 0.03 -0.05
H 1.89453 3.91066 10.91370 0.07 0.00 0.08
H -7.40479 -4.06403 0.05502 -0.01 -0.17 -0.19
H -2.98979 2.54013 -8.30247 0.02 -0.09 -0.06
H 5.27751 -3.86534 -11.04337 -0.06 -0.04 -0.06
H -12.87232 1.10669 1.04738 0.02 -0.08 0.05
H 0.24354 -2.59453 -6.96736 -0.09 0.06 -0.16
H -7.71083 2.63803 -3.65764 0.02 0.10 0.04
H 5.65654 -4.47868 -9.42068 -0.07 0.05 0.07
H 11.91212 -1.13119 2.54642 -0.06 0.06 -0.04
H -5.73147 -3.01479 2.12476 -0.37 0.14 0.27
H -0.52477 -1.86180 -5.54903 0.00 0.12 0.03
H -1.28198 1.94704 -2.13250 -0.01 -0.09 0.07
H -0.23050 -2.58387 -9.99339 0.12 0.02 0.13
H 0.70929 -2.39401 -11.48172 0.07 -0.08 -0.06
H -8.49778 -1.54791 1.42129 -0.10 -0.04 0.05
H 6.81913 1.00596 10.31286 -0.04 0.02 -0.07
H 0.11268 0.86210 -2.37424 -0.05 -0.03 0.06
H -13.04150 1.24433 -0.71468 0.10 0.02 -0.04
H -4.11678 -4.28763 1.13175 -0.49 0.11 0.09
H 12.36684 0.55865 2.88941 -0.08 -0.01 -0.05
H -2.54063 4.44461 -1.89486 -0.01 -0.10 0.00
H 0.01742 2.39590 -3.25264 0.09 0.08 0.06
H 4.82793 0.11077 7.31392 0.10 -0.04 -0.06
H -1.55275 -1.57585 -0.13095 -0.16 0.21 0.03
H 5.79051 -1.74903 1.46624 0.06 -0.01 0.09
H 7.53193 -0.32182 4.37130 0.03 0.01 -0.08
H 1.55998 3.08509 2.73207 0.04 0.06 -0.11
H -3.70176 5.23429 -2.98226 -0.08 0.03 0.02
H 0.14250 -4.00974 -10.97725 0.09 -0.01 -0.09
H -12.95368 -0.36137 0.03808 0.02 -0.02 0.09
H -1.56367 2.85805 -7.29368 0.02 -0.03 0.08
H -8.41063 -0.07549 2.42236 -0.10 -0.08 0.02
H 4.06824 -1.69694 1.89727 -0.05 0.07 0.03
H 13.22061 -0.77511 3.69262 -0.04 -0.01 0.10
H -3.02305 2.12334 -6.57683 0.07 0.00 0.06
H 4.21584 1.25566 6.11184 -0.06 -0.01 -0.06
H -7.29883 -0.29258 1.05890 -0.02 0.06 -0.18
H -0.09065 2.47818 2.49824 -0.03 -0.08 -0.05
H -2.99010 -2.15802 1.64305 0.25 -0.29 0.18
H 2.81130 4.09154 9.40415 0.04 -0.06 -0.05
H 7.38153 2.61755 9.79348 -0.06 -0.03 -0.06
H -7.70502 1.10936 -2.75566 0.15 -0.04 0.04
H 1.31121 1.39414 2.27058 -0.06 -0.03 -0.02
H 2.24642 2.48055 9.92246 0.06 -0.01 -0.07
H 7.56482 0.26743 6.03881 0.13 -0.08 0.07
```
Positions in Å, forces in eV/Å.

Values from the calculation:
Frontier orbital gap   9.158 eV
Energy   -110409.27089 eV
HOMO   -9.268 eV
E_LUMO   -0.11 eV
SMILES   O=C1O[C@@H](O)[C@@H](P(O)(O)=S)O1.COC(=O)OC.COC(=O)OC.COC(=O)OC.COC(=O)OC.COC(=O)OC.COC(=O)OC.COC(=O)OC.COC(=O)OC

---

No. 2
H7O3 | ωB97M-V/def2-TZVPD

```
10
Properties=species:S:1:pos:R:3:forces:R:3
O 0.73622 0.50108 -0.60834 -0.77 -0.85 -0.19
O -1.60397 1.22340 -0.15405 0.15 -0.22 -0.03
O 1.20667 -1.51293 0.83035 -1.08 -0.11 0.30
H 0.85196 -0.36684 -0.04225 0.69 0.45 -0.03
H 1.91956 -2.08268 1.11773 0.59 -0.03 -0.12
H -1.76450 2.08380 0.25478 -0.11 -0.05 -0.13
H 0.43397 -1.81612 1.33096 0.15 0.02 -0.06
H 0.85930 0.21832 -1.53256 0.19 0.24 0.02
H -2.36123 0.96240 -0.69074 -0.13 0.22 0.09
H -0.27798 0.78957 -0.50588 0.32 0.33 0.16
```
Positions in Å, forces in eV/Å.

Values from the calculation:
Frontier orbital gap   13.763 eV
Net charge   +1
Energy   -6249.28931 eV
HOMO   -17.439 eV
Energy above the lowest of the compared OMol25 structures with the same formula, charge and spin   3.02 kcal per mole
E_LUMO   -3.68 eV

---

No. 3
C28H22MnN5O3 | ωB97M-V/def2-TZVPD

```
59
Properties=species:S:1:pos:R:3:forces:R:3
Mn -0.86619 1.97722 -0.80155 0.35 1.85 1.38
O -1.63220 0.87258 -2.33468 -0.01 0.04 0.13
O -2.47971 2.86794 -0.52124 -0.77 -0.29 -0.34
O 0.82108 1.92962 -1.29756 1.18 -0.43 -1.24
N 1.59445 -5.01895 1.25161 -0.15 0.36 0.17
N 2.10686 -5.02681 -0.91639 -0.02 0.23 -0.03
N -1.34145 4.36031 0.73636 -0.60 0.49 0.17
N -0.32885 3.51044 0.37820 0.33 -0.66 -0.22
N -0.07869 -0.41855 -0.12629 -0.01 0.01 -0.16
C 4.38077 2.02157 -0.68736 -0.08 0.04 0.03
C 2.05462 3.17632 0.30307 0.06 -0.36 -0.30
C -4.82969 6.80316 0.81655 0.00 0.03 0.01
C 3.26284 -8.47071 -0.25019 0.00 0.03 -0.06
C -2.07334 0.59051 -1.25477 -0.79 -1.21 -0.65
C 3.30427 3.50807 0.84916 -0.07 0.07 0.04
C -6.09666 4.81845 0.31790 -0.06 -0.01 0.01
C 1.58692 -4.32388 0.14553 0.16 -0.52 -0.02
C -3.69406 4.73399 0.37818 -0.28 -0.06 -0.08
C 2.14574 -6.23309 0.92982 0.17 -0.18 -0.46
C 0.87156 3.83699 0.74647 -0.20 -0.05 -0.11
C -4.92151 4.10107 0.18472 0.15 0.02 0.00
C -3.11393 -0.35627 -0.82415 -0.16 0.07 0.21
C 1.05445 -2.97638 0.03883 -0.12 0.45 -0.17
C 3.16681 1.68057 -1.24646 -0.15 -0.11 -0.14
C -0.08911 -1.11467 1.01772 -0.13 0.18 0.09
C 1.98488 2.24552 -0.76205 0.23 0.35 0.65
C -6.05104 6.17135 0.62568 -0.01 -0.01 0.00
C 4.45565 2.93489 0.36690 0.09 0.03 0.06
C 2.47644 -6.25949 -0.44134 -0.08 -0.13 0.41
C -2.45610 3.97096 0.20692 0.85 -0.03 0.36
C 2.94516 -8.45901 1.11975 -0.01 -0.05 0.09
C 0.52509 -0.98036 -1.18000 0.04 0.00 0.09
C 3.03780 -7.37533 -1.05524 0.04 0.00 -0.07
C -3.65034 6.08884 0.69798 0.05 -0.02 0.04
C 1.09647 -2.23410 -1.14453 0.03 -0.15 0.14
C 2.38929 -7.35578 1.72580 0.01 0.03 0.03
C 0.45847 -2.37190 1.14640 0.08 -0.18 0.03
H 0.56005 -0.39755 -2.09046 -0.05 0.05 -0.02
H 0.96267 4.70520 1.39188 -0.08 0.02 0.03
H -3.14850 -0.44222 0.25739 0.03 0.00 -0.01
H -6.97020 6.73567 0.71134 0.00 0.00 0.02
H -4.79502 7.85785 1.05413 -0.01 0.00 0.00
H 3.10231 0.97943 -2.06863 0.02 0.02 0.00
H 3.34039 4.22335 1.66221 0.04 0.01 -0.02
H 1.56574 -2.61388 -2.04132 -0.01 0.00 -0.02
H 3.14424 -9.34615 1.70598 0.00 0.01 0.00
H -4.93642 3.04863 -0.06436 -0.05 0.01 -0.02
H 5.41390 3.19388 0.79468 -0.01 -0.01 0.00
H -2.69407 6.57369 0.83919 0.00 -0.02 0.00
H 0.43181 -2.90614 2.08584 -0.03 0.04 0.01
H 2.20585 -4.71479 -1.86459 -0.02 0.03 -0.03
H -2.93528 -1.32822 -1.28490 0.08 0.02 -0.03
H 2.14874 -7.34505 2.78012 -0.01 0.00 -0.01
H 3.69261 -9.36507 -0.68105 0.01 0.01 0.00
H 5.28724 1.57616 -1.07546 0.00 0.00 0.00
H 3.28649 -7.38270 -2.10861 0.00 -0.03 0.01
H -7.04955 4.32498 0.18051 0.00 0.01 -0.02
H -0.55923 -0.62885 1.86460 -0.02 -0.05 0.02
H -4.07053 0.02668 -1.18820 0.03 0.04 -0.01
```
Positions in Å, forces in eV/Å.

Values from the calculation:
Frontier orbital gap (spin up / spin down)   6.501 / 6.850 eV
Net charge   +1
Energy   -74300.45703 eV
Spin multiplicity   4
Expectation value of S²   4.066
HOMO (spin up / spin down)   -10.724 / -10.722 eV
Energy above the lowest of the compared OMol25 structures with the same formula, charge and spin   30.44 kcal per mole
E_LUMO (spin up / spin down)   -4.22 / -3.87 eV

---

No. 4
C13H22LaP2 | ωB97M-V/def2-TZVPD

```
38
Properties=species:S:1:pos:R:3:forces:R:3
La 4.95166 2.12109 1.52468 1.17 4.86 4.76
P 0.17004 0.07699 1.08653 -2.86 0.39 0.56
P 1.72850 0.17093 -0.45695 1.24 0.30 -0.82
C -3.20124 2.84676 1.38056 1.40 -1.78 -1.73
C -1.92301 1.21404 -0.83555 -1.56 1.61 1.74
C -3.82263 2.89620 -0.04536 2.84 -2.12 0.31
C -0.50774 -2.55440 -0.09924 -0.85 -1.87 -0.25
C 3.35156 0.37634 0.54303 -0.59 -0.25 -1.51
C -1.91982 -2.55579 -0.91287 1.15 -0.12 -0.19
C -1.94878 1.99343 1.75190 -1.69 0.23 -4.18
C 1.52700 1.66862 -1.59125 0.53 1.09 -0.21
C 4.63318 0.76056 -0.40298 -0.29 -1.29 -0.57
C -0.55941 -1.67067 1.24828 0.62 -1.20 0.25
C -3.17558 2.07679 -1.19182 1.77 -0.39 3.82
C -1.32581 1.15419 0.59006 -2.18 2.07 -0.71
C -0.31933 -4.10295 0.39203 -1.18 0.93 -0.08
H 0.66307 -4.26138 0.94835 -1.38 0.04 -0.82
H -1.23839 -4.30837 1.06428 1.70 0.09 -0.81
H -1.50443 1.97347 2.79629 -0.81 0.09 -1.54
H -1.45553 0.57824 -1.66083 -0.74 1.00 1.31
H 4.50215 1.82434 -0.88728 0.27 -1.78 0.24
H -3.57899 2.04797 -2.26790 0.65 0.15 2.01
H 2.56430 2.10695 -1.85797 -1.61 -0.68 0.39
H 5.56355 0.86196 0.32399 0.54 -2.62 -3.93
H -4.76626 3.51371 -0.27387 1.75 -1.04 0.60
H -0.45327 -4.76900 -0.52473 0.54 0.79 1.31
H 0.03165 -2.25456 2.05476 -0.76 1.17 -1.21
H 0.38116 -2.34598 -0.78351 -1.22 0.18 0.95
H -2.22996 -1.51915 -1.26833 0.22 -1.42 0.66
H -3.67273 3.43711 2.23512 0.65 -0.88 -1.48
H 0.89769 2.49493 -1.09960 0.76 -1.25 -0.76
H 4.92097 -0.04390 -1.16047 -0.37 1.23 0.96
H -1.75810 -3.20669 -1.84764 -0.33 0.97 1.41
H 1.07165 1.35977 -2.60582 0.58 0.25 1.80
H -2.71377 -3.06226 -0.26555 1.00 0.94 -0.91
H -1.63912 -1.60603 1.62971 1.53 0.37 -0.61
H 3.22248 1.27953 1.30913 -2.31 -1.28 0.00
H 3.53330 -0.57277 1.16083 -0.18 1.22 -0.75
```
Positions in Å, forces in eV/Å.

Values from the calculation:
Frontier orbital gap   2.850 eV
Net charge   +3
Energy   -33234.12879 eV
HOMO   -16.345 eV
E_LUMO   -13.49 eV